Entry 1:
Formula: C6H19NSi2
Source: OMol25
Level of theory: wB97M-V/def2-TZVPD

Last column: natural (NBO) charge in e.
Cartesian coordinates (Å):
C (-0.68202, -1.95777, 0.21292)  -1.10
Si (-2.12403, -0.79334, -0.05634)  1.61
C (-3.36589, -1.05777, 1.16528)  -1.19
N (-1.32554, 0.79879, 0.09649)  -1.49
Si (-2.11964, 2.28609, -0.14912)  1.09
H (-0.48181, -1.64385, 1.21997)  0.23
H (-1.20918, -2.93742, 0.00483)  0.24
H (0.14939, -1.75088, -0.38257)  0.23
H (-2.57547, -1.14456, -1.36814)  -0.23
H (-4.20500, -0.33647, 1.24967)  0.26
H (-3.91722, -1.94024, 0.98070)  0.25
H (-2.92482, -1.28725, 2.15211)  0.25
H (-0.35945, 0.67241, -0.14867)  0.42
H (-1.83224, 2.70414, -1.56573)  -0.21
H (-1.72090, 3.43003, 0.73600)  -0.17
H (-3.53296, 1.96806, -0.44880)  -0.18
C (2.42226, 1.21097, -1.12310)  -0.43
C (2.72967, 0.32801, -0.23386)  0.04
C (2.27978, 0.49203, 1.23830)  -0.65
C (3.40735, -1.01834, -0.57001)  -0.65
H (1.82779, 2.08895, -0.81482)  0.19
H (2.47819, 0.97767, -2.15686)  0.20
H (3.15133, 0.73701, 1.97765)  0.22
H (1.62496, 1.39714, 1.31900)  0.22
H (1.81824, -0.43757, 1.50845)  0.22
H (4.18913, -1.01546, -1.34237)  0.23
H (3.96644, -1.29857, 0.27448)  0.21
H (2.53433, -1.75796, -0.82421)  0.22

Summary:
Frontier orbital gap   10.32 eV
Relative energy (zero: lowest compared OMol25 entry of this formula, charge and spin)   83.95 kcal per mole
Structure (SMILES)   C[SiH](C)N[SiH3].C=C(C)C
Maximum force   3.37 eV/A
LUMO energy   0.0320 hartree


Entry 2:
Formula: C19H23NSbW
Source: OMol25
Level of theory: wB97M-V/def2-TZVPD

Last column: Löwdin spin population.
Cartesian coordinates (Å):
C (1.22084, 0.78265, -4.17675)  0.01
W (1.12470, -0.65574, -2.64176)  1.75
N (0.29932, -2.29677, -3.79461)  0.06
H (1.22497, 0.89382, -2.17785)  0.01
H (2.69460, -0.50603, -2.08167)  0.01
H (1.89143, 1.63108, -4.01352)  0.01
H (0.20715, 1.12490, -4.41382)  0.01
H (1.61673, 0.20098, -5.03070)  0.00
H (-0.68757, -2.32648, -3.52922)  0.01
H (0.66221, -3.24560, -3.62705)  0.01
H (0.31671, -2.16089, -4.80746)  0.01
C (-3.73998, -1.29317, 3.11067)  0.00
C (-4.07511, -0.55848, 1.96514)  0.00
C (-3.12516, -0.33067, 0.95072)  0.00
C (-1.81894, -0.82023, 1.07069)  0.01
C (-1.48376, -1.54589, 2.21846)  0.00
C (-2.43572, -1.78210, 3.22918)  0.00
Sb (-0.34581, -0.34442, -0.54222)  0.03
C (-0.66420, 1.77962, -0.08216)  0.00
C (-1.14130, 2.61381, -1.09058)  0.00
C (-1.07963, 4.00317, -0.91076)  0.00
C (-0.68125, 4.53001, 0.32204)  0.00
C (-0.33495, 3.67025, 1.37084)  0.00
C (-0.35755, 2.28114, 1.18155)  0.00
C (1.36505, -1.05971, 0.67385)  0.04
C (2.38542, -0.18093, 1.01744)  0.01
C (3.59752, -0.70163, 1.49545)  0.00
C (3.73876, -2.07784, 1.70301)  0.00
C (2.68438, -2.94873, 1.39973)  0.00
C (1.48635, -2.43354, 0.88765)  0.01
H (-4.47579, -1.47213, 3.90029)  0.00
H (-5.08635, -0.15958, 1.87136)  0.00
H (-3.42150, 0.24438, 0.06852)  0.00
H (-0.47510, -1.93497, 2.35125)  0.00
H (-2.14775, -2.34771, 4.11746)  0.00
H (-1.57352, 2.19185, -2.00636)  0.00
H (-1.33510, 4.67908, -1.72907)  0.00
H (-0.63765, 5.60918, 0.46970)  0.00
H (-0.05410, 4.07036, 2.34372)  0.00
H (-0.15015, 1.61349, 2.02276)  0.00
H (2.26107, 0.89622, 0.88546)  0.00
H (4.42709, -0.02343, 1.69986)  0.00
H (4.67091, -2.47096, 2.10938)  0.00
H (2.78957, -4.02184, 1.56969)  0.00
H (0.66316, -3.11652, 0.64967)  0.00

Summary:
Frontier orbital gap (spin up / spin down)   7.21 / 7.58 eV
⟨S²⟩   2.018
Spin multiplicity   3
Maximum force   4.88 eV/A
Charge   +1
LUMO energy (spin up / spin down)   -0.1524 / -0.1477 hartree


Entry 3:
Formula: C5H3NO
Source: OMol25
Level of theory: wB97M-V/def2-TZVPD

Last column: natural (NBO) charge in e.
Cartesian coordinates (Å):
C (-0.67107, 1.75278, -1.59557)  -0.18
C (-0.19100, 0.71153, -1.22697)  -0.03
C (0.32602, -0.47549, -0.54007)  -0.56
C (0.34847, -0.16779, 0.95560)  0.51
O (0.65051, 0.90187, 1.41558)  -0.43
C (-0.05620, -1.26473, 1.86417)  0.16
N (-0.41383, -2.08476, 2.59586)  -0.23
H (-1.08365, 2.70607, -1.87429)  0.24
H (-0.26614, -1.37592, -0.74549)  0.26
H (1.35689, -0.70354, -0.84882)  0.27

Summary:
Frontier orbital gap   10.10 eV
Relative energy (zero: lowest compared OMol25 entry of this formula, charge and spin)   44.13 kcal per mole
Structure (SMILES)   C#CCC(=O)C#N
Maximum force   1.00 eV/A
LUMO energy   -0.0227 hartree


Entry 4:
Formula: C2H4O2P2
Source: OMol25
Level of theory: wB97M-V/def2-TZVPD

Last column: natural (NBO) charge in e.
Cartesian coordinates (Å):
C (-0.10167, -0.25619, -1.21807)  0.16
C (-0.04361, 1.00644, -0.79705)  -0.57
O (0.08543, -1.35127, -0.45205)  -0.75
O (0.68400, -1.82396, 2.05439)  -1.03
P (0.41165, 1.28112, 0.97314)  0.24
P (0.03653, -0.88222, 1.15964)  1.67
H (-0.62299, -0.50000, -2.11641)  0.20
H (-0.08172, 1.77537, -1.44706)  0.23
H (1.87679, 1.47903, 0.64492)  0.02
H (-2.24441, -0.72832, 1.19855)  -0.17

Summary:
Frontier orbital gap (spin up / spin down)   8.60 / 8.60 eV
Relative energy (zero: lowest compared OMol25 entry of this formula, charge and spin)   76.97 kcal per mole
Maximum force   3.83 eV/A
LUMO energy (spin up / spin down)   -0.0386 / -0.0387 hartree


Entry 5:
Formula: C18H44CdCl2N8O2S
Source: OMol25
Level of theory: wB97M-V/def2-TZVPD

Last column: Mulliken charge in e.
Cartesian coordinates (Å):
Cd (12.21300, 14.33506, 10.38979)  1.20
C (10.90960, 13.81741, 13.85415)  -1.10
N (12.12014, 14.36044, 13.27832)  0.52
C (12.25910, 15.72773, 13.70609)  -1.13
C (13.28496, 13.54833, 13.61824)  -1.09
C (14.36991, 13.58503, 12.61272)  -0.79
N (14.01299, 13.20072, 11.19033)  1.03
C (15.21743, 13.43120, 10.36985)  -1.07
C (13.75364, 11.75976, 11.07727)  -1.37
H (11.10380, 13.38317, 14.87799)  0.32
H (10.59332, 12.96285, 13.23544)  0.29
H (10.09597, 14.55431, 13.86570)  0.37
H (12.56390, 15.70965, 14.79529)  0.36
H (11.31207, 16.32759, 13.60207)  0.33
H (13.05351, 16.26025, 13.19552)  0.32
H (13.04502, 12.51396, 13.87260)  0.54
H (13.74652, 13.98578, 14.58548)  0.38
H (15.25685, 12.97012, 12.94059)  0.24
H (14.75041, 14.61966, 12.49262)  0.48
H (15.96374, 12.60274, 10.43696)  0.28
H (15.81236, 14.30382, 10.71908)  0.34
H (14.95725, 13.60506, 9.28417)  0.24
H (14.64278, 11.19585, 11.23636)  0.45
H (13.40738, 11.45701, 10.06197)  0.08
H (12.99783, 11.45763, 11.77914)  0.41
N (11.56249, 14.39024, 8.13940)  -0.84
C (10.05777, 14.23120, 8.02468)  0.69
C (9.60642, 13.93198, 6.63788)  -1.07
C (10.12696, 12.61339, 5.93138)  -0.73
C (8.85872, 11.95688, 5.19584)  -1.18
N (8.02001, 11.51148, 6.27572)  0.31
C (6.92607, 10.80069, 6.10960)  0.81
N (6.38928, 10.48332, 4.90560)  -0.38
N (6.20274, 10.32348, 7.17946)  -0.49
C (9.72936, 13.14688, 9.10752)  0.33
O (9.26590, 12.03258, 8.72404)  -0.77
O (9.99132, 13.50308, 10.32208)  -0.97
H (11.94849, 15.23320, 7.74322)  0.26
H (12.07500, 13.62856, 7.69078)  0.24
H (9.54869, 15.18040, 8.30054)  0.24
H (9.74168, 14.83727, 5.98122)  0.38
H (8.54060, 13.76917, 6.73412)  0.52
H (10.49084, 11.87539, 6.66276)  0.29
H (10.85651, 12.73236, 5.11077)  0.46
H (9.04990, 11.08928, 4.57212)  0.69
H (8.29471, 12.68653, 4.52468)  0.37
H (8.43003, 11.70204, 7.23416)  0.07
H (6.93182, 10.69214, 4.07457)  0.22
H (5.57590, 9.86187, 4.86000)  0.24
H (6.50715, 10.54480, 8.11015)  0.20
H (5.18355, 10.32651, 7.11631)  0.25
Cl (14.27476, 16.72703, 8.26344)  -0.09
C (13.22774, 17.88464, 9.04582)  -0.35
Cl (11.72833, 17.15327, 9.82409)  -0.11
H (12.86365, 18.67196, 8.31735)  0.37
H (13.78844, 18.37114, 9.85185)  0.33
C (15.02055, 6.68227, 10.31448)  -1.07
N (14.04577, 7.45536, 11.00211)  0.18
C (14.29088, 7.65092, 12.41296)  -1.18
C (13.12938, 8.16487, 10.29954)  0.12
S (13.39421, 8.83561, 8.76554)  -0.26
N (11.86092, 8.27136, 10.90316)  0.35
C (10.86910, 9.08858, 10.17352)  -1.22
C (11.35074, 7.15491, 11.74724)  -1.05
H (15.86017, 7.27453, 9.94326)  0.36
H (14.64518, 6.17406, 9.39885)  0.34
H (15.43012, 5.97570, 11.01557)  0.36
H (15.36291, 7.99246, 12.50869)  0.40
H (14.28428, 6.73937, 12.95614)  0.43
H (13.62682, 8.37601, 12.86886)  0.33
H (11.33697, 9.90325, 9.67077)  0.21
H (10.27474, 9.53194, 10.95746)  0.40
H (10.28896, 8.52312, 9.45611)  0.37
H (12.14382, 6.47899, 11.97594)  0.41
H (10.55556, 6.64464, 11.16377)  0.31
H (10.91148, 7.58069, 12.68087)  0.29

Summary:
Frontier orbital gap   6.41 eV
Maximum force   2.19 eV/A
Charge   +2
LUMO energy   -0.2003 hartree


Entry 6:
Formula: C3H5O3Tl
Source: OMol25
Level of theory: wB97M-V/def2-TZVPD

Last column: Löwdin spin population.
Cartesian coordinates (Å):
H (-2.78659, -1.12490, 0.10881)  0.70
O (0.60701, -0.30317, -0.97451)  0.03
C (1.27190, 0.47588, -0.18576)  0.00
C (-0.81160, -0.57593, -0.34216)  0.13
O (2.43490, 0.84008, -0.36974)  0.00
O (0.59279, 0.89330, 0.85463)  0.00
C (-0.66894, 0.19709, 0.97369)  0.04
Tl (3.73230, 0.86479, -1.77339)  0.00
H (-0.81046, -1.66153, -0.20323)  0.04
H (-1.50433, -0.10259, -1.04464)  0.04
H (-0.61081, -0.45781, 1.84746)  0.00
H (-1.44617, 0.95480, 1.10884)  0.01

Summary:
Frontier orbital gap (spin up / spin down)   10.55 / 9.72 eV
⟨S²⟩   0.751
Relative energy (zero: lowest compared OMol25 entry of this formula, charge and spin)   31.44 kcal per mole
Spin multiplicity   2
Maximum force   7.80 eV/A
Charge   +1
LUMO energy (spin up / spin down)   -0.1400 / -0.1706 hartree